1.
ORCA calculation (wB97M-V/def2-TZVPD) on a 2-piece molecular cluster, C2HBrNO3 overall at a distorted geometry.

Output
* gap between HOMO and LUMO: 8.7 eV
* DFT total energy: -79765.3335 eV

The geometry in ORCA input format:
```
! RIJCOSX wB97M-V def2-TZVPD def2/J DEFGRID3
* xyz -1 1
C -0.09 1.82 1.27
C 0.42 -1.49 -0.89
N 0.53 -1.87 -1.99
O -0.29 2.97 1.26
O 0.71 0.98 1.04
O 0.35 -2.38 -3.10
Br -1.91 0.95 2.35
H 0.27 -0.98 0.06
*
```

Charge distribution, Löwdin scheme, values in e:
1. C -0.96
2. C 0.18
3. N -0.22
4. O -0.01
5. O -0.03
6. O -0.07
7. Br 0.04
8. H 0.06

=====

2.
ORCA calculation (wB97M-V/def2-TZVPD) on one molecule with the formula C11H14O3S at a distorted geometry.

Output
* gap between HOMO and LUMO: 8.8 eV
* DFT total energy: -28608.7043 eV

The geometry in ORCA input format:
```
! RIJCOSX wB97M-V def2-TZVPD def2/J DEFGRID3
* xyz 0 1
C 1.45 0.12 -1.66
C 2.38 0.70 -0.87
C -1.35 1.07 -0.86
C -1.31 -0.56 0.94
C 1.14 -1.75 -0.06
C 2.02 -1.18 1.03
C 0.42 -0.75 -0.94
C 2.30 0.33 0.56
C -0.41 0.26 -0.06
C -1.94 2.26 -0.10
C -2.57 -1.32 0.53
O -1.58 0.76 -2.01
O -1.03 -0.52 2.12
O 0.91 2.60 0.86
S 0.73 1.18 1.16
H 1.15 0.28 -2.72
H 3.22 1.27 -1.38
H 1.79 -2.23 -0.75
H 0.48 -2.41 0.33
H 1.50 -1.18 1.98
H 2.98 -1.65 1.11
H -0.26 -1.09 -1.65
H 3.05 0.78 1.03
H -1.31 3.23 -0.42
H -2.09 2.19 0.94
H -2.90 2.32 -0.53
H -3.40 -0.97 1.14
H -2.49 -2.43 0.81
H -2.86 -1.30 -0.55
*
```

Charge distribution, Löwdin scheme, values in e:
1. C -0.04
2. C -0.09
3. C -0.43
4. C -0.41
5. C -0.15
6. C -0.11
7. C -0.24
8. C -0.34
9. C -0.35
10. C 0.01
11. C 0.01
12. O 0.10
13. O 0.04
14. O -0.50
15. S 1.07
16. H 0.13
17. H 0.13
18. H 0.12
19. H 0.09
20. H 0.09
21. H 0.11
22. H 0.12
23. H 0.06
24. H 0.16
25. H 0.07
26. H 0.06
27. H 0.09
28. H 0.11
29. H 0.09

=====

3.
ORCA calculation (wB97M-V/def2-TZVPD) on C53H45N11S3SeSiSr as an isolated structure at a distorted geometry.

Output
* gap between HOMO and LUMO (spin up / spin down): 5.7 / 5.7 eV
* DFT total energy: -178646.6920 eV

The geometry in ORCA input format:
```
! RIJCOSX wB97M-V def2-TZVPD def2/J DEFGRID3
* xyz 0 1
Sr -3.70 -16.13 14.91
C 3.36 -15.85 12.70
C 1.94 -16.38 12.78
C 1.76 -17.62 13.46
C 0.46 -17.97 13.82
C -0.69 -17.36 13.38
N -1.87 -17.85 13.86
C -2.17 -19.19 13.77
C -1.92 -19.95 12.60
C -2.28 -21.29 12.54
C -2.82 -22.03 13.62
C -3.16 -23.51 13.66
C -3.02 -21.22 14.76
C -2.77 -19.85 14.84
N -2.81 -19.36 16.22
C -2.25 -19.91 17.33
C -2.54 -19.12 18.42
C -3.22 -18.03 17.85
N -3.41 -18.17 16.54
C -0.46 -16.18 12.65
C 0.86 -15.65 12.45
N -1.51 -15.22 12.22
C -1.54 -14.74 11.03
C -2.30 -13.62 10.63
C -2.77 -13.46 13.09
N -2.55 -14.81 13.08
H 3.51 -15.18 11.88
H 4.03 -16.70 12.55
H 3.74 -15.40 13.69
H 2.62 -18.18 13.75
H 0.30 -18.79 14.49
H -1.44 -19.37 11.80
H -2.05 -21.88 11.67
H -2.74 -24.00 12.82
H -4.26 -23.67 13.64
H -2.80 -23.89 14.61
H -3.43 -21.66 15.69
H -1.70 -20.87 17.29
H -2.10 -19.15 19.39
H -3.52 -17.14 18.31
H 0.96 -14.62 12.11
H -0.80 -15.13 10.25
H -2.00 -13.11 9.73
H -3.86 -13.37 13.45
C -4.07 -11.15 18.13
Si -3.26 -12.22 19.41
C -4.48 -13.04 20.60
C -2.14 -11.00 20.33
C -2.19 -13.50 18.47
C -0.85 -13.63 18.73
C 0.00 -14.45 17.97
C -0.63 -15.11 16.96
N -1.93 -15.09 16.77
C -2.75 -14.29 17.44
S -4.45 -14.40 17.14
H -5.03 -10.91 18.44
H -4.18 -11.70 17.21
H -3.57 -10.22 17.98
H -5.32 -12.32 20.67
H -4.02 -13.31 21.61
H -4.80 -13.92 20.11
H -2.81 -10.32 20.84
H -1.49 -10.32 19.64
H -1.47 -11.46 20.97
H -0.48 -13.08 19.60
H 1.04 -14.62 18.23
H 0.00 -15.73 16.32
S -3.65 -19.70 8.23
C -2.48 -18.79 7.35
C -2.21 -17.57 7.97
C -2.88 -17.32 9.16
C -3.73 -18.42 9.45
C -4.45 -18.50 10.68
C -4.50 -17.42 11.58
N -5.03 -17.46 12.79
C -5.56 -18.59 13.21
C -5.58 -19.77 12.39
C -6.03 -21.04 12.91
C -6.53 -21.06 14.19
C -6.55 -19.89 15.05
C -6.94 -19.95 16.38
C -6.81 -18.88 17.22
C -6.34 -17.67 16.62
N -5.98 -17.56 15.40
C -6.05 -18.66 14.58
C -6.96 -18.95 18.63
C -7.14 -20.08 19.44
C -6.81 -19.78 20.79
C -6.37 -18.52 21.01
S -6.31 -17.66 19.52
C -5.03 -19.67 11.14
H -2.13 -19.00 6.32
H -1.48 -16.93 7.48
H -3.00 -16.47 9.80
H -4.14 -16.39 11.30
H -6.02 -21.99 12.33
H -6.99 -22.00 14.54
H -7.25 -20.92 16.64
H -6.26 -16.75 17.16
H -7.63 -20.97 19.03
H -6.85 -20.51 21.62
H -6.24 -18.02 21.97
H -4.94 -20.54 10.46
Se 0.09 -11.13 14.65
N -1.54 -10.38 14.74
C -2.32 -11.16 14.12
C -3.72 -10.80 13.74
C -4.22 -11.10 12.55
C -3.55 -11.74 11.45
N -2.90 -12.85 11.62
C -1.86 -12.50 13.72
N -0.57 -12.65 13.86
H -4.30 -10.23 14.47
H -5.19 -10.61 12.23
H -3.69 -11.16 10.52
*
```

Results of the Löwdin charge analysis, in e, for atoms 1 through 99:
1. Sr 1.22
2. C -0.07
3. C -0.30
4. C -0.01
5. C -0.03
6. C -0.30
7. N -0.01
8. C -0.29
9. C -0.01
10. C -0.05
11. C -0.27
12. C -0.05
13. C -0.02
14. C -0.13
15. N -0.06
16. C -0.07
17. C -0.04
18. C -0.16
19. N 0.00
20. C -0.08
21. C -0.01
22. N -0.07
23. C -0.13
24. C -0.06
25. C -0.29
26. N -0.10
27. H 0.06
28. H 0.07
29. H 0.10
30. H 0.10
31. H 0.12
32. H 0.13
33. H 0.10
34. H 0.06
35. H 0.07
36. H 0.07
37. H 0.13
38. H 0.14
39. H 0.09
40. H 0.06
41. H 0.11
42. H 0.16
43. H 0.10
44. H 0.17
45. C -0.19
46. Si 0.53
47. C -0.18
48. C -0.19
49. C -0.25
50. C -0.09
51. C -0.07
52. C -0.17
53. N -0.05
54. C -0.81
55. S 0.49
56. H 0.00
57. H -0.02
58. H 0.02
59. H 0.03
60. H 0.06
61. H -0.03
62. H 0.02
63. H 0.07
64. H -0.02
65. H 0.10
66. H 0.10
67. H 0.11
68. S 1.03
69. C -0.41
70. C -0.20
71. C -0.09
72. C -0.45
73. C -0.22
74. C -0.06
75. N 0.08
76. C -0.17
77. C -0.13
78. C -0.01
79. C -0.02
80. C -0.14
81. C 0.04
82. C -0.21
83. C -0.16
84. N 0.05
85. C -0.13
86. C -0.49
87. C -0.08
88. C -0.20
89. C -0.39
90. S 1.08
91. C 0.01
92. H 0.07
93. H 0.10
94. H 0.07
95. H 0.12
96. H 0.13
97. H 0.12
98. H 0.11
99. H 0.05

=====

4.
ORCA calculation (wB97M-V/def2-TZVPD) on one molecule with the formula C7H5N3OS at a distorted geometry.

Output
* gap between HOMO and LUMO (spin up / spin down): 7.1 / 7.1 eV
* DFT total energy: -24687.1879 eV

The geometry in ORCA input format:
```
! RIJCOSX wB97M-V def2-TZVPD def2/J DEFGRID3
* xyz 0 1
C 0.67 3.90 -0.72
C -0.14 2.87 -0.54
C -1.22 1.90 -0.29
O -2.37 1.58 -0.42
N -0.01 1.55 0.13
N 0.51 0.87 1.23
C 0.43 -0.41 1.64
C 0.24 -1.52 0.78
N 0.39 -1.56 -0.55
C 0.03 -2.72 -1.03
C -0.35 -3.74 -0.13
S -0.16 -3.12 1.46
H 1.71 3.89 -0.45
H 0.29 4.54 -1.53
H 0.31 -0.49 2.72
H 0.22 -2.84 -2.07
H -0.54 -4.72 -0.24
*
```

Charge distribution, Löwdin scheme, values in e:
1. C 0.04
2. C -0.09
3. C -0.41
4. O 0.11
5. N 0.05
6. N 0.11
7. C -0.12
8. C -0.55
9. N 0.06
10. C -0.25
11. C -0.34
12. S 1.05
13. H 0.06
14. H 0.07
15. H 0.11
16. H 0.10
17. H 0.01

=====

5.
ORCA calculation (wB97M-V/def2-TZVPD) on an isolated ion of composition C4H11N2OS and charge +1 at a distorted geometry.

Output
* gap between HOMO and LUMO: 10.9 eV
* DFT total energy: -20182.2740 eV

The geometry in ORCA input format:
```
! RIJCOSX wB97M-V def2-TZVPD def2/J DEFGRID3
* xyz 1 1
C 2.02 0.88 -0.30
C 0.92 0.12 0.50
S 1.33 -1.70 0.70
C -0.40 0.32 -0.42
N -0.28 -0.68 -1.47
C -1.79 -0.20 0.24
N -2.27 0.53 1.23
O -2.24 -1.28 -0.13
H 2.04 0.43 -1.41
H 2.99 0.71 0.22
H 1.86 2.00 -0.26
H 0.79 0.70 1.39
H 0.88 -1.81 1.95
H -0.52 1.31 -0.83
H 0.58 -1.18 -1.19
H -0.04 -0.32 -2.30
H -1.04 -1.44 -1.18
H -1.70 1.29 1.55
H -3.15 0.31 1.72
*
```

Charge distribution, Löwdin scheme, values in e:
1. C -0.12
2. C -0.58
3. S 0.85
4. C -0.21
5. N 0.13
6. C -0.45
7. N 0.22
8. O 0.07
9. H 0.12
10. H 0.08
11. H 0.11
12. H 0.09
13. H -0.10
14. H 0.16
15. H 0.04
16. H 0.12
17. H 0.18
18. H 0.12
19. H 0.16

=====

6.
ORCA calculation (wB97M-V/def2-TZVPD) on one molecule with the formula C6H9N at a distorted geometry.

Output
* gap between HOMO and LUMO: 8.4 eV
* DFT total energy: -7854.1588 eV

The geometry in ORCA input format:
```
! RIJCOSX wB97M-V def2-TZVPD def2/J DEFGRID3
* xyz 0 1
C -0.97 -1.79 0.40
C 0.08 -0.75 0.30
C 1.41 -0.88 -0.03
C 2.12 0.34 0.04
N 1.11 1.26 0.40
C -0.07 0.63 0.41
C -1.15 1.37 -0.19
H -0.62 -2.74 -0.01
H -1.87 -1.49 -0.17
H -1.29 -1.96 1.43
H 1.88 -1.82 -0.29
H 2.03 0.79 -1.19
H 1.23 2.26 0.20
H -2.06 0.82 -0.48
H -0.48 1.63 -1.25
H -1.30 2.35 0.25
*
```

Charge distribution, Löwdin scheme, values in e:
1. C -0.04
2. C -0.27
3. C -0.09
4. C -0.17
5. N -0.02
6. C -0.38
7. C -0.02
8. H 0.08
9. H 0.07
10. H 0.08
11. H 0.10
12. H 0.19
13. H 0.15
14. H 0.08
15. H 0.17
16. H 0.07

=====

7.
ORCA calculation (wB97M-V/def2-TZVPD) on a 2-piece molecular cluster, C5H11N overall at a distorted geometry.

Output
* gap between HOMO and LUMO: 10.5 eV
* DFT total energy: -6851.6389 eV

The geometry in ORCA input format:
```
! RIJCOSX wB97M-V def2-TZVPD def2/J DEFGRID3
* xyz 0 1
C -0.57 1.10 1.18
C -0.71 1.23 -0.13
C -1.94 0.86 -0.89
H -1.41 0.86 1.81
H 0.28 1.53 1.69
H 0.11 1.60 -0.73
H -1.73 0.07 -1.61
H -2.73 0.53 -0.21
H -2.31 1.72 -1.45
C 2.02 -0.60 1.03
N 2.03 -0.86 -0.18
C 0.93 -1.65 -0.78
H 1.13 -0.80 1.69
H 2.82 -0.02 1.47
H 0.48 -1.06 -1.58
H 0.18 -1.99 -0.06
H 1.42 -2.51 -1.23
*
```

Charge distribution, Löwdin scheme, values in e:
1. C -0.04
2. C -0.25
3. C -0.11
4. H 0.06
5. H 0.05
6. H 0.10
7. H 0.06
8. H 0.07
9. H 0.08
10. C -0.12
11. N -0.08
12. C -0.13
13. H 0.07
14. H 0.06
15. H 0.06
16. H 0.07
17. H 0.07

=====

> DFT total energy of number 3 (C53H45N11S3SeSiSr)?

-178646.6920 eV

=====

> What is the formula in the fifth record?

C4H11N2OS

=====

> Which of these has the highest DFT total energy?

C5H11N

=====

> The highest DFT total energy belongs to which entry?

C5H11N